Entry from the OMol25 dataset: a 2-piece molecular cluster, C2H3BrO2 overall (the ωB97M-V functional and the def2-TZVPD basis).

Calculated values
- HOMO (eV) = -10.047
- DFT total energy (a.u.) = -2802.2649
- HOMO-LUMO gap (eV) = 6.65
- molecular weight (g mol⁻¹) = 138.95
- energy relative to the best compared isomer or geometry (same formula, charge and spin) (kcal per mole) = 156.0

ORCA input file:
```
! wB97M-V def2-TZVPD RIJCOSX def2/J DEFGRID3
* xyz 0 1
Br -0.168 -1.948 -1.891
O -1.440 0.229 0.868
O -0.785 1.487 1.176
C -0.376 0.574 0.092
C 0.847 -0.173 0.267
H 1.604 -0.129 -0.532
H -0.625 0.956 -0.998
H 0.944 -0.996 1.018
*
```

Entry from the OMol25 dataset: C11H12B2F4N4O5RhS4 as an isolated structure (the ωB97M-V functional and the def2-TZVPD basis).

Calculated values
- HOMO (eV) = -12.401
- DFT total energy (a.u.) = -3173.9938
- HOMO-LUMO gap (eV) = 7.00
- molecular weight (g mol⁻¹) = 609.03

ORCA input file:
```
! wB97M-V def2-TZVPD RIJCOSX def2/J DEFGRID3
* xyz 1 1
Rh -0.259 0.373 -0.575
S 0.346 0.091 1.605
S 0.529 -1.774 3.780
S 0.937 -2.788 -0.308
S 1.604 -4.139 2.350
F 3.831 2.210 -1.316
F -4.275 -0.175 -1.979
F -2.059 0.511 -2.350
F 3.034 0.907 0.408
O 1.718 2.647 -0.484
O -2.532 -1.380 -1.070
O 1.075 -4.103 4.913
O 2.231 0.575 -1.771
O -3.114 0.887 -0.274
N -1.232 -1.426 -0.821
N 1.496 -0.365 -1.180
N -1.896 1.381 -0.057
N 0.468 2.242 -0.263
C -0.364 3.087 0.257
C 1.244 -2.638 1.451
C -0.003 4.487 0.599
C -2.900 3.411 0.833
C 3.401 -1.931 -1.314
C -1.753 2.586 0.373
C 2.012 -1.504 -0.998
C -0.741 -2.593 -0.868
C 1.075 -3.471 3.913
C 0.736 -1.554 2.070
C -1.428 -3.859 -1.251
B -3.049 -0.030 -1.471
B 2.776 1.597 -0.761
H 4.053 -1.059 -1.299
H 3.747 -2.677 -0.598
H 1.051 4.662 0.415
H -1.117 -4.141 -2.261
H -0.226 4.692 1.647
H -2.504 -3.715 -1.241
H -1.150 -4.674 -0.581
H 3.438 -2.367 -2.316
H -2.568 4.241 1.450
H -3.601 2.788 1.384
H -3.443 3.808 -0.029
H -0.589 5.181 -0.007
*
```

Entry from the OMol25 dataset: a 2-piece molecular cluster, C2H9NOS2 overall (the ωB97M-V functional and the def2-TZVPD basis).

Calculated values
- structure (SMILES) = CSS.NCO
- HOMO (eV) = -9.077
- DFT total energy (a.u.) = -1007.9292
- HOMO-LUMO gap (eV) = 9.70
- molecular weight (g mol⁻¹) = 127.23
- energy relative to the best compared isomer or geometry (same formula, charge and spin) (kcal per mole) = 21.7

ORCA input file:
```
! wB97M-V def2-TZVPD RIJCOSX def2/J DEFGRID3
* xyz 0 1
S 1.182 1.279 0.554
S -0.014 2.898 0.087
O -0.308 -3.559 -0.353
N -2.363 -2.563 0.490
C 1.718 0.539 -1.049
C -1.023 -2.336 -0.178
H -2.991 -2.725 -0.291
H -1.221 -1.730 -1.058
H -0.866 -4.270 -0.061
H 0.760 0.265 -1.496
H -0.468 -1.727 0.519
H 2.262 -0.354 -0.738
H -2.173 -3.438 0.966
H -1.118 2.095 -0.008
H 2.267 1.142 -1.771
*
```

Entry from the OMol25 dataset: C18H16FN3O4 as an isolated structure (the ωB97M-V functional and the def2-TZVPD basis).

Calculated values
- HOMO (eV) = -8.431
- DFT total energy (a.u.) = -1259.9534
- HOMO-LUMO gap (eV) = 7.69
- molecular weight (g mol⁻¹) = 357.34
- energy relative to the best compared isomer or geometry (same formula, charge and spin) (kcal per mole) = 429.4

ORCA input file:
```
! wB97M-V def2-TZVPD RIJCOSX def2/J DEFGRID3
* xyz 0 1
F -5.648 -0.055 -4.535
O 1.896 -2.704 -0.839
O 1.244 3.333 2.474
O 3.762 3.678 2.401
O -0.379 -4.286 -1.336
N 0.704 -1.284 0.168
N 2.642 -1.680 -0.456
N -1.568 -2.726 -0.336
C -2.755 -3.229 -0.831
C -3.379 -2.300 -2.973
C 2.463 0.420 0.904
C 5.117 4.116 2.602
C -0.437 -3.121 -0.952
C 0.704 -2.475 -0.691
C 4.286 1.948 1.176
C 3.419 2.669 1.853
C 2.015 -0.862 0.237
C -3.726 -2.428 -1.704
C -4.968 -0.869 -3.451
C -5.468 -0.810 -2.228
C -3.841 -1.855 -4.017
C 2.168 2.410 1.833
C 1.696 1.250 1.199
C -4.668 -1.627 -1.370
C 3.859 0.684 0.790
C 0.054 2.940 2.562
H -3.622 -1.695 -4.968
H -3.570 -3.270 0.571
H 5.653 3.366 3.029
H -0.319 2.075 3.097
H 0.621 1.031 1.168
H -2.382 -3.295 -3.249
H 4.598 -0.126 0.272
H -5.005 -1.407 -0.376
H -1.512 -1.781 0.241
H -0.589 4.120 2.963
H 5.285 5.046 3.344
H -6.232 -0.215 -2.027
H -2.740 -4.157 -1.110
H -0.351 3.031 1.478
H 5.531 1.877 1.432
H 5.444 4.264 1.656
*
```

Entry from the OMol25 dataset: a 2-piece molecular cluster, C5H8O2 overall (the ωB97M-V functional and the def2-TZVPD basis).

Calculated values
- structure (SMILES) = C1=CO[C@@H]2C[C@@H]2O1.[H][H]
- HOMO (eV) = -8.234
- DFT total energy (a.u.) = -345.6760
- HOMO-LUMO gap (eV) = 9.30
- molecular weight (g mol⁻¹) = 100.12
- energy relative to the best compared isomer or geometry (same formula, charge and spin) (kcal per mole) = 81.0

ORCA input file:
```
! wB97M-V def2-TZVPD RIJCOSX def2/J DEFGRID3
* xyz 0 1
O -0.542 0.969 -1.041
O 0.396 -1.480 0.187
C 1.113 -0.726 -0.704
C -1.434 0.163 -0.322
C 0.685 0.404 -1.259
C -0.935 -1.079 0.345
C -1.295 0.124 1.175
H -2.415 0.153 -0.787
H 2.708 1.735 0.751
H -0.470 0.712 1.570
H 2.098 -1.132 -0.896
H 1.309 1.008 -1.905
H 2.558 1.009 0.705
H -1.591 -1.943 0.383
H -2.183 0.085 1.799
*
```

Entry from the OMol25 dataset: one molecule with the formula C4H6N2O2 (the ωB97M-V functional and the def2-TZVPD basis).

Calculated values
- structure (SMILES) = O=C(/C=N\O)N1CC1
- HOMO (eV) = -9.777
- DFT total energy (a.u.) = -415.8842
- HOMO-LUMO gap (eV) = 9.92
- molecular weight (g mol⁻¹) = 114.10
- energy relative to the best compared isomer or geometry (same formula, charge and spin) (kcal per mole) = 98.1

ORCA input file:
```
! wB97M-V def2-TZVPD RIJCOSX def2/J DEFGRID3
* xyz 0 1
O -0.851 2.037 -0.281
O 0.701 -0.912 1.838
N -1.008 1.996 1.185
N -0.269 -0.869 -0.197
C 0.474 -0.377 -1.364
C -0.076 -0.339 1.071
C 0.580 -1.804 -0.859
C -0.681 0.863 1.642
H 0.069 -2.611 -1.452
H -0.562 0.972 2.716
H -0.094 -0.246 -2.265
H -1.051 2.922 -0.568
H 1.308 0.356 -1.207
H 1.459 -1.989 -0.258
*
```

Entry from the OMol25 dataset: an isolated ion of composition C6H12NO and charge +1 (the ωB97M-V functional and the def2-TZVPD basis).

Calculated values
- structure (SMILES) = C=C/[N+](C)=C\OCC
- HOMO (eV) = -14.511
- DFT total energy (a.u.) = -365.4623
- HOMO-LUMO gap (eV) = 10.79
- molecular weight (g mol⁻¹) = 114.17
- energy relative to the best compared isomer or geometry (same formula, charge and spin) (kcal per mole) = 54.6

ORCA input file:
```
! wB97M-V def2-TZVPD RIJCOSX def2/J DEFGRID3
* xyz 1 1
O -1.282 -1.208 -0.562
N 0.989 -0.652 0.002
C -0.018 -1.442 -0.333
C -1.993 0.100 -0.577
C 1.792 1.361 -0.758
C 2.297 -1.230 0.358
C -2.726 0.257 0.698
C 0.943 0.788 0.068
H -2.116 0.426 1.501
H -3.335 -0.528 0.937
H -2.468 -0.041 -1.538
H 0.044 -2.567 -0.385
H 2.767 -0.793 1.326
H 2.902 -0.934 -0.512
H -1.293 0.807 -0.862
H 2.502 0.829 -1.333
H 1.713 2.370 -0.912
H -3.240 1.203 0.784
H 0.203 1.361 0.466
H 2.398 -2.297 0.674
*
```

Entry from the OMol25 dataset: a 2-piece molecular cluster, C9H15ISi overall (the ωB97M-V functional and the def2-TZVPD basis).

Calculated values
- structure (SMILES) = C/C=C/[SiH](I)/C=C/C.C#CC
- HOMO (eV) = -9.082
- DFT total energy (a.u.) = -938.9987
- HOMO-LUMO gap (eV) = 9.62
- molecular weight (g mol⁻¹) = 278.21
- energy relative to the best compared isomer or geometry (same formula, charge and spin) (kcal per mole) = 40.7

ORCA input file:
```
! wB97M-V def2-TZVPD RIJCOSX def2/J DEFGRID3
* xyz 0 1
I -1.719 0.407 -3.156
Si -1.833 -0.826 -0.929
C -1.808 0.683 0.300
C -0.443 -2.000 -0.858
C 0.688 -1.940 -1.546
C -2.047 2.845 1.198
C 2.287 0.333 1.473
C 1.839 1.487 0.770
C 1.795 -2.990 -1.355
C 2.563 -0.702 2.018
C -2.391 1.837 0.162
H -0.389 -2.797 -0.036
H 2.223 -2.970 -0.333
H 0.805 1.591 0.999
H 1.932 1.625 -0.308
H 2.540 -2.743 -2.036
H 2.891 -1.688 2.509
H -1.199 0.300 1.150
H 2.216 2.425 1.183
H -3.298 -1.211 -0.846
H -2.959 2.238 -0.659
H -1.673 3.728 0.631
H 0.870 -1.283 -2.374
H -2.931 3.189 1.737
H 1.384 -3.917 -1.606
H -1.344 2.380 1.913
*
```